(P)
DFT (ωB97M-V/def2-TZVPD) results for the molecule C2H4N2S3.

Last column: natural (NBO) charge in e.
CARTESIAN COORDINATES (ANGSTROEM)
S1 3.1201 -0.5667 0.0496  0.065
C1 1.6221 -0.1328 -0.1507  -0.375
C2 0.4118 -1.1524 0.1144  -0.282
N1 -0.7251 -0.4511 0.4190  -0.453
N2 -0.7822 0.6516 -0.3154  -0.470
S2 -2.0700 1.7905 0.1563  0.140
S3 0.9063 1.4484 -0.3864  0.397
H1 0.1976 -1.5144 -0.8746  0.209
H2 0.7180 -1.9304 0.8563  0.246
H3 -1.1200 -0.4831 1.3165  0.365
H4 -2.2786 2.3404 -1.1849  0.158

Values from the calculation:
LUMO energy = 0.0 eV
SMILES string = S=C1CNN(S)S1
E_HOMO = -7.99 eV
Kohn-Sham gap = 8.01 eV

(Q)
DFT (ωB97M-V/def2-TZVPD) results for a cluster of 2 separate species, C2H4N2S3 in total.

Last column: natural (NBO) charge in e.
CARTESIAN COORDINATES (ANGSTROEM)
S1 -0.2702 -1.1183 1.5119  0.156
N1 -0.1214 -1.1017 -0.2178  -0.631
C1 1.0215 -1.7741 -0.6892  -0.318
S2 -0.5149 -2.5237 -1.2193  0.249
H1 -1.6789 -1.2222 1.5943  0.130
H2 1.6622 -1.4326 -1.4561  0.212
H3 1.7101 -2.3150 -0.0846  0.204
N2 -1.7619 2.2271 -0.3015  -0.683
C2 -1.7003 1.8226 -1.4259  0.238
S3 -1.5774 1.3928 -2.9222  0.004
H4 -2.4822 2.2400 0.4626  0.440

Values from the calculation:
LUMO energy = 0.3 eV
SMILES string = SN1CS1.N=C=S
E_HOMO = -8.62 eV
Kohn-Sham gap = 8.89 eV

It comes down to (Q), which is 0.476 eV more stable than the next structure.

(P)
DFT (ωB97M-V/def2-TZVPD) results for the molecule CH4O4.

Last column: natural (NBO) charge in e.
CARTESIAN COORDINATES (ANGSTROEM)
O1 -1.0370 1.3995 0.1431  -0.456
O2 -0.5398 0.4707 1.1045  -0.278
C1 0.3423 -0.4748 0.4042  0.589
O3 1.3982 0.1224 -0.3449  -0.704
O4 -0.4616 -1.2015 -0.4812  -0.773
H1 -0.3143 2.0690 0.1411  0.469
H2 0.6101 -1.2415 1.1252  0.164
H3 1.1946 -0.2771 -1.1321  0.481
H4 -1.1925 -0.8667 -0.9598  0.506

Values from the calculation:
LUMO energy = 0.6 eV
SMILES string = OOC(O)O
E_HOMO = -11.01 eV
Kohn-Sham gap = 11.63 eV

(Q)
DFT (ωB97M-V/def2-TZVPD) results for a cluster of 2 separate species, CH4O4 in total.

Last column: natural (NBO) charge in e.
CARTESIAN COORDINATES (ANGSTROEM)
O1 -2.6019 0.0545 -0.0310  -0.592
C1 -1.4497 0.0815 0.1617  0.989
O2 -0.8888 0.3034 1.3988  -0.737
O3 -0.5603 -0.2377 -0.8144  -0.724
H1 -1.5959 0.1172 2.1374  0.512
H2 0.4253 -0.1453 -0.7494  0.512
O4 2.1920 0.0388 -1.0956  -0.922
H3 2.4150 -0.8227 -0.7273  0.481
H4 2.0643 0.6102 -0.2801  0.480

Values from the calculation:
LUMO energy = 0.2 eV
SMILES string = O=C(O)O.O
E_HOMO = -11.04 eV
Kohn-Sham gap = 11.21 eV

It comes down to (Q), which is 3.645 eV more stable than the next structure.

(P)
DFT (ωB97M-V/def2-TZVPD) results for the ion C3H5O2S with charge -1.

Last column: natural (NBO) charge in e.
CARTESIAN COORDINATES (ANGSTROEM)
O1 1.9688 -1.1713 0.1904  -0.788
C1 1.6989 -0.0191 -0.2093  0.760
O2 2.4585 0.8182 -0.7450  -0.784
C2 0.2522 0.4767 0.0329  -0.529
C3 -0.7316 -0.6830 0.2027  -0.476
S1 -2.4819 -0.1123 0.1973  -0.132
H1 -0.0022 1.1601 -0.7769  0.198
H2 0.2606 1.0408 0.9654  0.201
H3 -0.5369 -1.1091 1.1837  0.223
H4 -0.6154 -1.4290 -0.5726  0.213
H5 -2.2710 1.0280 -0.4687  0.114

Values from the calculation:
LUMO energy = 3.2 eV
SMILES string = O=C([O-])CCS
net charge = -1
E_HOMO = -4.14 eV
Kohn-Sham gap = 7.32 eV

(Q)
DFT (ωB97M-V/def2-TZVPD) results for the ion C3H5O2S with charge -1.

Last column: natural (NBO) charge in e.
CARTESIAN COORDINATES (ANGSTROEM)
O1 1.1272 -1.5138 0.7311  -0.762
C1 0.6805 -0.4840 1.2568  0.752
O2 0.9672 0.0057 2.3928  -0.797
C2 -0.4007 0.3648 0.5195  -0.546
C3 -0.7272 0.0119 -0.9301  -0.465
S1 0.7612 -0.1413 -2.0686  -0.153
H1 -0.3371 1.4474 0.6682  0.208
H2 -1.3636 0.2609 1.0553  0.208
H3 -1.2067 0.8631 -1.4063  0.196
H4 -1.2393 -0.9315 -1.0545  0.207
H5 1.7385 0.1167 -1.1642  0.151

Values from the calculation:
LUMO energy = 3.5 eV
SMILES string = O=C([O-])CCS
net charge = -1
E_HOMO = -4.08 eV
Kohn-Sham gap = 7.60 eV

It comes down to (P), which is 0.400 eV more stable than the next structure.

(P)
DFT (ωB97M-V/def2-TZVPD) results for the ion C3H5O2S with charge -1.

Last column: natural (NBO) charge in e.
CARTESIAN COORDINATES (ANGSTROEM)
O1 0.8478 -0.0386 2.6119  -0.787
C1 0.8757 -0.4086 1.4132  0.758
O2 1.1395 -1.5371 0.9442  -0.783
C2 0.3964 0.6593 0.3813  -0.535
C3 -0.7208 0.1325 -0.5242  -0.480
S1 -0.0396 -0.4143 -2.1357  -0.078
H1 1.2412 1.0067 -0.2262  0.196
H2 0.0159 1.5150 0.9412  0.206
H3 -1.4302 0.9125 -0.7738  0.186
H4 -1.2335 -0.7054 -0.0682  0.223
H5 -1.0924 -1.1218 -2.5638  0.094

Values from the calculation:
LUMO energy = 3.3 eV
SMILES string = O=C([O-])CCS
net charge = -1
E_HOMO = -4.02 eV
Kohn-Sham gap = 7.35 eV

(Q)
DFT (ωB97M-V/def2-TZVPD) results for the ion C3H5O2S with charge -1.

Last column: natural (NBO) charge in e.
CARTESIAN COORDINATES (ANGSTROEM)
O1 1.1383 1.0101 1.8308  -0.791
C1 1.2760 1.1293 0.5900  0.771
O2 1.9546 1.9447 -0.0407  -0.776
C2 0.1882 0.4342 -0.4247  -0.536
C3 -0.3392 -0.8633 0.1990  -0.525
S1 -1.3547 -1.6218 -1.0274  -0.084
H1 0.7145 0.2345 -1.3925  0.197
H2 -0.5956 1.1693 -0.7920  0.204
H3 -0.8800 -0.6530 1.0084  0.217
H4 0.4272 -1.5804 0.5538  0.216
H5 -2.5292 -1.2037 -0.5046  0.107

Values from the calculation:
LUMO energy = 3.2 eV
SMILES string = O=C([O-])CCS
net charge = -1
E_HOMO = -3.76 eV
Kohn-Sham gap = 6.92 eV

It comes down to (P), which is 0.477 eV more stable than the next structure.

(P)
DFT (ωB97M-V/def2-TZVPD) results for a structure of composition C3H4.

Last column: natural (NBO) charge in e.
CARTESIAN COORDINATES (ANGSTROEM)
C1 0.0242 -1.1137 -0.2265  -0.184
C2 0.0100 -0.7921 1.0774  -0.183
C3 -0.6385 0.0869 0.1605  -0.069
H1 0.3468 -1.8143 -0.9597  0.230
H2 0.2993 -1.0780 2.0585  0.229
H3 0.0966 2.6532 -1.2900  -0.041
H4 -0.1383 2.0580 -0.8202  0.017

Values from the calculation:
LUMO energy = 1.0 eV
E_HOMO = -9.13 eV
Kohn-Sham gap = 10.13 eV

(Q)
DFT (ωB97M-V/def2-TZVPD) results for the molecule C3H4.

Last column: natural (NBO) charge in e.
CARTESIAN COORDINATES (ANGSTROEM)
C1 -1.7279 0.0060 -0.0400  -0.286
C2 -0.5483 -0.0497 -0.1281  0.014
C3 1.0036 0.0066 -0.0026  -0.672
H1 -2.7685 0.0195 0.1976  0.237
H2 1.3669 -0.7370 -0.7294  0.233
H3 1.3117 1.0582 -0.2626  0.239
H4 1.3626 -0.3036 0.9650  0.235

Values from the calculation:
LUMO energy = 1.1 eV
SMILES string = C#CC
E_HOMO = -10.16 eV
Kohn-Sham gap = 11.26 eV

It comes down to (Q), which is 3.128 eV more stable than the next structure.

(P)
DFT (ωB97M-V/def2-TZVPD) results for the molecule C3H3ClS.

Last column: natural (NBO) charge in e.
CARTESIAN COORDINATES (ANGSTROEM)
C1 -1.4245 -1.1029 0.1874  -0.374
C2 -0.5097 -0.1674 -0.0435  0.116
C3 0.5080 0.5963 -0.3016  -0.412
S1 -3.9039 0.8248 0.1763  -0.419
Cl1 -3.0571 -0.9357 -0.2500  0.382
H1 -1.2454 -2.0804 0.4148  0.236
H2 1.0686 0.6131 -1.2958  0.242
H3 0.8278 1.3116 0.3858  0.230

Values from the calculation:
LUMO energy = 0.1 eV
E_HOMO = -8.12 eV
Kohn-Sham gap = 8.23 eV

(Q)
DFT (ωB97M-V/def2-TZVPD) results for a structure of composition C3H3ClS.

Last column: natural (NBO) charge in e.
CARTESIAN COORDINATES (ANGSTROEM)
C1 -2.6011 1.3106 -0.1348  -0.371
C2 -4.4313 0.9071 0.4933  -0.086
C3 -0.0174 0.4000 -0.3098  -0.758
S1 -1.7483 0.0584 0.3522  0.404
Cl1 -4.9533 -0.3816 -0.3006  0.105
H1 0.3234 -0.6190 -0.4399  0.217
H2 0.5908 0.8565 0.5026  0.236
H3 0.0575 0.8609 -1.3824  0.253

Values from the calculation:
LUMO energy = -0.6 eV
E_HOMO = -8.11 eV
Kohn-Sham gap = 7.50 eV

It comes down to (P), which is 2.670 eV more stable than the next structure.

(P)
DFT (ωB97M-V/def2-TZVPD) results for the molecule C6H8S.

Last column: natural (NBO) charge in e.
CARTESIAN COORDINATES (ANGSTROEM)
C1 -1.0327 1.8489 0.3422  -0.422
C2 -0.2235 1.4896 -0.5866  -0.147
C3 0.6630 0.0076 -0.3203  -0.203
C4 0.1352 -1.2498 -1.0085  -0.185
C5 -0.6506 -2.0997 -0.3175  -0.382
C6 1.1493 0.0665 1.1196  -0.446
S1 2.4229 0.2812 -0.2395  0.134
H1 -1.6962 2.6672 0.4499  0.211
H2 -1.1912 1.1359 1.1836  0.183
H3 0.0832 2.0671 -1.4647  0.208
H4 0.4335 -1.5094 -2.0912  0.224
H5 -0.8641 -2.9978 -0.8226  0.199
H6 -1.1209 -1.8518 0.5592  0.193
H7 0.9362 0.9519 1.5936  0.221
H8 0.9557 -0.8074 1.6028  0.212

Values from the calculation:
LUMO energy = 0.9 eV
SMILES string = C=CC1(C=C)CS1
E_HOMO = -8.82 eV
Kohn-Sham gap = 9.72 eV

(Q)
DFT (ωB97M-V/def2-TZVPD) results for the molecule C6H8S.

Last column: natural (NBO) charge in e.
CARTESIAN COORDINATES (ANGSTROEM)
C1 0.9356 1.2995 0.2809  -0.439
C2 1.6250 2.4096 0.3189  0.230
C3 -0.5092 1.1571 -0.2274  -0.344
C4 0.9405 -0.2781 0.3879  -0.288
C5 -0.3594 -0.3903 -0.4923  -0.236
C6 -1.5288 -1.1244 -0.0161  -0.617
S1 2.4022 -1.1734 -0.2770  -0.008
H1 -1.3090 1.4157 0.4314  0.218
H2 -0.6721 1.6004 -1.1333  0.218
H3 0.9002 -0.3134 1.5144  0.248
H4 -0.0186 -0.4310 -1.5529  0.225
H5 -1.6030 -1.0466 1.0868  0.217
H6 -1.5601 -2.2866 -0.2523  0.225
H7 -2.4338 -0.5655 -0.4058  0.220
H8 3.1905 -0.2729 0.3367  0.133

Values from the calculation:
LUMO energy = -0.6 eV
E_HOMO = -9.35 eV
Kohn-Sham gap = 8.74 eV

It comes down to (P), which is 2.118 eV more stable than the next structure.

(P)
DFT (ωB97M-V/def2-TZVPD) results for a structure of composition C5H12NO.

Last column: natural (NBO) charge in e.
CARTESIAN COORDINATES (ANGSTROEM)
C1 -1.7014 3.4090 -0.4410  -0.400
N1 -0.3914 3.9954 -0.4457  -1.139
C2 0.1583 -0.6486 0.3431  -0.285
C3 0.7744 -1.7117 -0.4118  0.042
C4 1.1633 -2.9580 0.3328  -0.101
O1 0.3881 -3.2317 1.3777  -0.883
C5 -0.0292 0.6458 -0.4265  -0.679
H1 -2.5205 4.1407 -0.5956  0.121
H2 -1.8269 2.7825 0.4675  0.117
H3 -1.9075 2.6630 -1.2776  0.095
H4 0.0476 3.7317 -1.3277  0.269
H5 0.1782 -0.5494 1.4174  0.283
H6 -0.5461 -1.5371 0.0201  0.329
H7 0.6858 -1.6647 -1.4892  0.212
H8 1.3364 -3.8288 -0.3469  0.123
H9 2.2302 -2.7325 0.6346  0.160
H10 0.6124 0.7553 -1.3157  0.209
H11 0.2827 1.5353 0.1221  0.291
H12 -1.0657 0.7496 -0.7584  0.238

Values from the calculation:
LUMO energy = 2.2 eV
net charge = -1
E_HOMO = -1.46 eV
Kohn-Sham gap = 3.63 eV

(Q)
DFT (ωB97M-V/def2-TZVPD) results for the ion C5H12NO with charge -1.

Last column: natural (NBO) charge in e.
CARTESIAN COORDINATES (ANGSTROEM)
C1 -1.4871 1.6894 1.3617  -0.596
C2 -0.5137 1.6561 0.2311  -0.425
C3 0.7361 0.6857 0.5377  -0.389
C4 0.5041 -0.8812 0.3326  -0.227
N1 0.0912 -1.0225 -1.0218  -0.729
C5 0.7819 -2.1424 -1.7911  0.177
O1 0.5206 -3.2898 -1.3712  -0.905
H1 -1.7636 0.7411 1.4878  0.204
H2 -2.2996 2.3311 1.2011  0.194
H3 -0.9565 2.0540 2.3505  0.175
H4 0.0034 2.6352 -0.1284  0.180
H5 -0.8566 1.1987 -0.7292  0.225
H6 1.5444 0.9239 -0.1933  0.201
H7 1.0242 0.8669 1.5907  0.159
H8 -0.1199 -1.3746 1.0956  0.155
H9 1.4838 -1.3874 0.5313  0.190
H10 -0.8914 -1.0313 -1.0634  0.331
H11 0.3569 -1.8695 -2.7806  0.045
H12 1.8417 -1.7832 -1.6411  0.034

Values from the calculation:
LUMO energy = 3.8 eV
SMILES string = CCCCNC[O-]
net charge = -1
E_HOMO = -2.51 eV
Kohn-Sham gap = 6.29 eV

It comes down to (Q), which is 4.603 eV more stable than the next structure.